Arrangement P

Here is an isolated molecule of C2H3N3O3 from the OMol25 dataset. Energies are from ωB97M-V/def2-TZVPD.

The geometry in XYZ format:
```
11
Properties=species:S:1:pos:R:3:lowdin_charge:R:1
N 2.254 0.283 -0.505 0.05
C 0.929 0.212 0.006 -0.40
N -0.067 0.875 -0.617 0.16
N -1.264 0.162 -0.053 -0.11
O -2.611 0.580 -0.293 0.00
C -0.973 -1.038 0.598 -0.36
O -1.628 -2.021 0.877 0.12
O 0.569 -1.033 0.608 0.05
H 3.141 -0.455 -0.217 0.20
H 2.715 1.220 -0.794 0.12
H -3.066 1.216 0.392 0.17
```

Properties
E_LUMO, eV: 0.37
Structure (SMILES): Nc1nn(O)c(=O)o1
Gap between HOMO and LUMO, eV: 9.37
Spin multiplicity: 1



Arrangement Q

Here is an isolated molecule of C2H3N3O3 from the OMol25 dataset. Energies are from ωB97M-V/def2-TZVPD.

The geometry in XYZ format:
```
11
Properties=species:S:1:pos:R:3:lowdin_charge:R:1
N -2.313 0.140 -0.063 0.00
N -1.109 0.767 0.208 0.05
C 0.027 0.195 0.074 -0.33
O 0.224 -1.109 -0.067 0.02
N 1.669 -1.271 0.028 0.00
O 2.268 -0.099 -0.202 0.05
C 1.344 0.916 -0.055 -0.36
O 1.624 2.072 -0.001 0.17
H -2.267 -0.714 -0.674 0.11
H -3.155 0.754 -0.284 0.12
H 1.687 -1.652 1.037 0.18
```

Properties
E_LUMO, eV: 0.18
Structure (SMILES): N/N=c1\o[nH]oc1=O
Gap between HOMO and LUMO, eV: 9.09
Spin multiplicity: 1



Of the structures shown above, arrangement P is the most stable.